Entry 1:
C7H8N3O4 | ωB97M-V with the def2-TZVPD basis set

Each line ends with the Löwdin charge.
Element x y z (Å)
C1 2.480 0.345 -0.797  -0.248
C2 2.452 -0.285 0.704  -0.294
C3 0.948 0.839 -3.022  -0.562
C4 -1.765 -0.518 0.910  -0.540
C5 2.722 1.210 0.396  -0.133
C6 0.417 -0.227 -0.077  -0.381
C7 -4.077 -0.949 1.497  -0.051
N1 1.084 0.249 -1.183  0.048
N2 1.147 -0.628 0.983  0.070
N3 -0.957 -0.449 -0.183  0.172
O1 -0.026 1.521 -3.114  0.056
O2 1.926 0.328 -3.498  0.046
O3 -1.551 -0.321 2.072  0.082
O4 -3.076 -0.784 0.461  -0.122
H1 3.287 0.165 -1.528  0.119
H2 3.156 -0.890 1.164  0.081
H3 3.861 1.534 0.574  0.116
H4 2.012 2.004 0.719  0.099
H5 -3.490 -0.415 2.326  0.101
H6 -4.140 -2.045 1.598  0.090
H7 -4.903 -0.433 1.056  0.070
H8 -1.506 -0.252 -1.059  0.180

2S+1   1
Total charge   -1
Largest force on an atom   3.6 eV/A
Energy   -20049.25508 eV
Energy relative to the best compared isomer or geometry (same formula, charge and spin)   40.8 kcal/mol
LUMO energy   0.12088 Ha


Entry 2:
C5H8O | ωB97M-V with the def2-TZVPD basis set

Each line ends with the Löwdin charge.
Element x y z (Å)
C1 1.829 -0.503 0.356  -0.049
C2 0.556 0.299 0.052  -0.210
C3 -0.656 0.069 -1.114  -0.103
C4 -1.668 0.306 0.014  -0.109
C5 -0.564 0.214 1.046  -0.410
O1 -0.587 -0.092 2.214  0.095
H1 2.738 -0.100 -0.107  0.070
H2 2.018 -0.547 1.444  0.082
H3 1.683 -1.538 0.028  0.076
H4 0.603 1.172 -0.569  0.118
H5 -0.773 0.812 -1.938  0.108
H6 -0.615 -0.912 -1.566  0.093
H7 -2.142 1.292 0.032  0.121
H8 -2.422 -0.471 0.107  0.117

2S+1   1
Structure (SMILES)   C[C@H]1CCC1=O
Largest force on an atom   2.7 eV/A
Energy   -7360.25254 eV
Energy relative to the best compared isomer or geometry (same formula, charge and spin)   46.2 kcal/mol
LUMO energy   0.03248 Ha


Entry 3:
C21H12F3N4O8S2 | ωB97M-V with the def2-TZVPD basis set

Each line ends with the Löwdin charge.
Element x y z (Å)
C1 2.901 -3.082 3.278  -0.144
C2 3.556 -1.868 3.045  -0.101
C3 2.835 -0.727 2.711  -0.044
C4 1.422 -0.794 2.554  -0.254
C5 0.702 0.356 2.124  -0.302
C6 1.302 1.625 2.063  -0.333
N1 1.698 2.735 2.040  0.102
S1 -1.108 0.337 2.180  0.708
C7 -1.507 2.082 1.948  -0.293
C8 -1.721 2.895 3.060  -0.058
C9 -2.048 4.246 2.879  -0.080
C10 -2.183 4.767 1.586  -0.093
C11 -1.969 3.942 0.475  -0.080
C12 -1.640 2.593 0.657  -0.060
O1 -1.632 -0.345 1.015  -0.352
O2 -1.521 -0.028 3.521  -0.336
C13 0.771 -2.009 2.882  -0.061
C14 1.497 -3.130 3.240  -0.123
H1 3.466 -3.965 3.565  0.087
H2 4.646 -1.842 3.123  0.097
H3 3.340 0.235 2.575  0.102
H4 -1.619 2.478 4.059  0.112
H5 -2.206 4.883 3.750  0.098
H6 -2.454 5.821 1.444  0.098
H7 -2.067 4.340 -0.536  0.099
H8 -1.475 1.942 -0.199  0.112
H9 -0.317 -2.065 2.892  0.092
H10 0.965 -4.036 3.528  0.097
O3 3.970 -1.220 -1.720  -0.263
S2 2.698 -1.474 -2.352  0.791
O4 1.816 -0.428 -2.802  -0.268
C15 3.077 -2.580 -3.852  -0.607
F1 3.813 -1.885 -4.734  0.139
F2 3.762 -3.680 -3.461  0.125
F3 1.918 -2.961 -4.436  0.125
C16 1.749 -2.587 -1.287  -0.221
C17 0.370 -2.378 -1.110  0.099
C18 -0.334 -3.414 -0.489  -0.095
N2 -1.660 -3.802 -0.662  -0.126
O5 -2.634 -3.317 -1.211  0.092
O6 -1.747 -5.118 -0.074  0.045
N3 -0.558 -5.493 0.473  0.143
C19 0.300 -4.482 0.158  -0.148
C20 1.732 -4.450 0.268  -0.059
N4 2.459 -5.197 1.261  -0.309
O7 1.852 -5.843 2.141  0.065
O8 3.714 -5.139 1.221  0.043
C21 2.433 -3.608 -0.612  0.058
H11 -0.179 -1.535 -1.529  0.145
H12 3.519 -3.694 -0.687  0.136

2S+1   1
Total charge   -1
Largest force on an atom   3.2 eV/A
Energy   -74126.85795 eV
LUMO energy   -0.00591 Ha


Entry 4:
C7H11N3O3 | ωB97M-V with the def2-TZVPD basis set

Each line ends with the Löwdin charge.
Element x y z (Å)
C1 -2.230 -0.282 0.321  -0.385
C2 2.249 1.341 -0.444  -0.423
C3 -2.263 -0.391 -1.241  -0.042
C4 0.883 0.408 1.629  -0.094
C5 -0.856 0.186 -1.594  -0.129
C6 -0.508 0.825 1.910  -0.161
C7 1.153 0.339 0.093  -0.307
N1 -1.179 0.594 0.659  -0.077
N2 -0.332 0.925 -0.371  -0.006
N3 1.338 -0.987 -0.489  0.070
O1 2.787 2.081 0.337  0.123
O2 -2.935 -0.940 1.062  0.058
O3 2.658 1.152 -1.717  0.148
H1 -2.453 -1.286 -1.713  0.077
H2 -3.081 0.266 -1.661  0.132
H3 1.535 1.173 2.261  0.163
H4 0.846 -0.634 2.075  0.135
H5 -0.164 -0.689 -1.743  0.100
H6 -0.905 0.791 -2.460  0.092
H7 -0.998 0.315 2.710  0.118
H8 -0.657 1.901 2.159  0.137
H9 0.671 -1.528 0.005  0.079
H10 2.082 0.643 -2.225  0.070
H11 2.309 -1.198 -0.209  0.123

2S+1   1
Structure (SMILES)   N[C@]1(C(=O)O)CCN2C(=O)CCN21
Largest force on an atom   4.5 eV/A
Energy   -18048.22214 eV
Energy relative to the best compared isomer or geometry (same formula, charge and spin)   62.2 kcal/mol
LUMO energy   0.02143 Ha


Entry 5:
C34H32F3HoN3O5P | ωB97M-V with the def2-TZVPD basis set

Each line ends with the Mulliken spin population.
Element x y z (Å)
Ho1 0.119 0.552 0.111  4.054
O1 -2.153 4.657 0.055  0.000
C1 -1.221 3.715 -0.096  0.000
O2 -1.488 2.568 -0.368  0.000
C2 0.182 4.257 0.019  0.000
O3 1.096 3.250 0.330  -0.002
C3 1.484 3.220 1.708  0.001
C4 0.532 2.424 2.599  0.002
O4 0.589 2.578 3.799  0.000
O5 -0.227 1.588 1.954  -0.008
H1 -3.016 4.236 -0.087  0.000
H2 0.204 5.091 0.724  0.000
H3 0.420 4.657 -0.974  0.000
H4 1.594 4.234 2.096  0.000
H5 2.456 2.726 1.729  -0.001
F1 0.247 -1.596 -0.736  -0.001
C5 -0.804 -2.186 0.226  0.003
F2 -0.205 -3.302 0.587  0.000
F3 -0.401 -1.259 1.377  -0.002
N1 2.308 0.605 -0.051  -0.032
C6 3.262 0.025 0.507  -0.006
C7 4.700 0.463 0.290  0.001
C8 5.740 0.001 1.084  0.001
C9 7.039 0.460 0.890  0.000
C10 7.308 1.378 -0.110  0.001
C11 6.270 1.842 -0.914  0.000
C12 4.979 1.388 -0.709  0.000
C13 3.032 -1.104 1.480  0.007
C14 3.351 -2.418 1.149  0.001
C15 3.039 -3.457 2.012  0.000
C16 2.429 -3.191 3.231  0.000
C17 2.127 -1.883 3.578  0.001
C18 2.428 -0.846 2.705  0.002
H6 5.534 -0.720 1.866  0.000
H7 7.837 0.095 1.524  0.000
H8 8.319 1.733 -0.265  0.000
H9 6.471 2.562 -1.697  0.000
H10 4.150 1.753 -1.303  0.000
H11 3.826 -2.626 0.196  0.000
H12 3.271 -4.477 1.731  0.000
H13 2.183 -4.004 3.903  0.000
H14 1.649 -1.663 4.524  0.000
H15 2.172 0.171 2.983  -0.001
N2 -0.327 1.272 -4.480  0.000
C19 0.978 0.833 -4.422  0.000
C20 1.253 0.677 -3.102  -0.001
N3 0.134 0.996 -2.359  -0.008
C21 -0.791 1.351 -3.218  -0.001
H16 -0.854 1.479 -5.310  0.000
H17 1.573 0.686 -5.305  0.000
H18 2.164 0.370 -2.616  0.000
H19 -1.793 1.658 -2.970  0.000
C22 -4.031 0.947 -1.268  0.000
P1 -2.805 -0.284 -0.621  -0.007
C23 -3.256 -1.652 -1.735  0.000
C24 -2.321 -2.056 -2.686  0.000
C25 -2.641 -3.029 -3.622  0.000
C26 -3.900 -3.614 -3.612  0.000
C27 -4.835 -3.223 -2.664  0.000
C28 -4.516 -2.244 -1.733  0.000
C29 -3.574 -0.659 0.987  -0.001
C30 -3.754 -1.961 1.445  0.000
C31 -4.258 -2.194 2.716  0.000
C32 -4.572 -1.130 3.550  0.000
C33 -4.381 0.171 3.108  0.000
C34 -3.888 0.403 1.833  0.000
H20 -5.052 0.615 -1.079  0.000
H21 -3.904 1.032 -2.349  0.000
H22 -3.881 1.928 -0.824  0.000
H23 -1.325 -1.630 -2.670  0.000
H24 -1.901 -3.341 -4.348  0.000
H25 -4.148 -4.380 -4.335  0.000
H26 -5.816 -3.681 -2.647  0.000
H27 -5.254 -1.949 -0.996  0.000
H28 -3.489 -2.792 0.805  0.000
H29 -4.395 -3.212 3.057  0.000
H30 -4.953 -1.315 4.546  0.000
H31 -4.602 1.006 3.759  0.000
H32 -3.721 1.425 1.513  0.000

2S+1   5
Largest force on an atom   1.0 eV/A
<S²>   6.0039
Energy   -93726.72918 eV
LUMO energy (spin up / spin down)   -0.00260 / -0.00259 Ha


Entry 6:
C4H12NO2 | ωB97M-V with the def2-TZVPD basis set

Each line ends with the Mulliken spin population.
Element x y z (Å)
C1 -0.720 0.949 -2.464  0.338
N1 0.071 1.893 -1.756  0.257
C2 0.710 1.336 -0.551  -0.090
C3 -0.170 0.922 0.650  0.035
C4 0.582 -0.048 1.639  -0.005
O1 0.945 -1.245 1.063  0.009
H1 -1.806 1.177 -2.506  0.006
H2 -0.232 0.761 -3.471  -0.035
H3 -0.545 -0.193 -1.973  -0.019
H4 1.134 0.363 -0.828  -0.001
H5 -0.933 -1.014 -1.649  0.540
H6 1.501 1.979 -0.160  -0.033
H7 -1.155 0.468 0.461  -0.015
H8 -0.491 1.786 1.264  0.005
H9 -0.109 -0.038 2.514  0.003
H10 1.509 0.431 2.067  -0.006
H11 -0.113 -2.187 1.199  -0.002
H12 -1.043 -3.150 2.251  0.000
O2 -0.949 -2.858 1.337  0.013

2S+1   2
Total charge   -2
Largest force on an atom   3.1 eV/A
<S²>   0.7568
Energy   -9919.98698 eV
Energy relative to the best compared isomer or geometry (same formula, charge and spin)   93.1 kcal/mol
LUMO energy (spin up / spin down)   0.25398 / 0.25341 Ha